i) Below is the molecule C3H2N2OS, with properties calculated with the ωB97M-V functional and the def2-TZVPD basis.

Values from the calculation:
HOMO level	-8.782	eV
SMILES	S=c1ncocn1
multiplicity	1
LUMO level	-1.17	eV
orbital gap	0.27963	hartree

Each atom is followed by the atoms it is bonded to, with distances in Å.
Atoms and positions in Å:
1 C 0.89348 -0.78536 -0.50464  N6 1.424, N7 1.338, S9 1.719
2 C -1.10869 -0.47585 0.57632  H4 1.099, N6 1.295, O8 1.520
3 C 0.24164 1.35139 0.15666  H5 1.013, N7 1.345, O8 1.418
4 H -2.08768 -0.91974 0.80284  C2 1.099
5 H 0.50274 2.32348 0.27258  C3 1.013
6 N -0.23445 -1.33880 0.16482  C1 1.424, C2 1.295
7 N 1.19041 0.49663 -0.26458  C1 1.338, C3 1.345
8 O -1.09437 1.04274 0.51858  C2 1.520, C3 1.418
9 S 1.69693 -1.69450 -1.72258  C1 1.719

***

ii) Below is the molecule C3H2N2OS, with properties calculated with the ωB97M-V functional and the def2-TZVPD basis.

Values from the calculation:
HOMO level	-9.027	eV
SMILES	[H]/N=C1\N=COC1=S
multiplicity	1
LUMO level	-1.11	eV
orbital gap	0.29082	hartree

Each atom is followed by the atoms it is bonded to, with distances in Å.
Atoms and positions in Å:
1 C -0.57682 0.83458 -0.08712  C3 1.529, N6 1.218, N7 1.477
2 C -1.66998 -1.01057 0.07506  H5 1.134, N7 1.294, O8 1.421
3 C 0.38555 -0.34669 0.04032  C1 1.529, O8 1.242, S9 1.631
4 H -0.95435 2.66999 0.15304  N6 1.009
5 H -2.43271 -1.81525 0.31268  C2 1.134
6 N -0.22067 1.99717 -0.00962  C1 1.218, H4 1.009
7 N -1.93279 0.25390 -0.00375  C1 1.477, C2 1.294
8 O -0.30810 -1.36391 -0.12344  C2 1.421, C3 1.242
9 S 2.00585 -0.16031 0.02786  C3 1.631

***

iii) Below is the molecule C3H2N2OS, with properties calculated with the ωB97M-V functional and the def2-TZVPD basis.

Values from the calculation:
HOMO level	-9.017	eV
SMILES	O=C=NN1CC1=S
multiplicity	1
LUMO level	-0.15	eV
orbital gap	0.32605	hartree

Each atom is followed by the atoms it is bonded to, with distances in Å.
Atoms and positions in Å:
1 C 0.77397 -1.14476 0.05472  C3 1.474, N5 1.350, S7 1.594
2 C -2.22732 0.84915 0.01008  N4 1.199, O6 1.157
3 C 1.39438 0.19221 0.02907  C1 1.474, N5 1.464, H8 1.085, H9 1.084
4 N -1.10991 0.48138 -0.22198  C2 1.199, N5 1.346
5 N -0.01432 -0.08158 0.31956  C1 1.350, C3 1.464, N4 1.346
6 O -3.30514 1.26530 -0.04202  C2 1.157
7 S 0.84097 -2.73272 -0.07147  C1 1.594
8 H 1.97459 0.57822 0.86070  C3 1.085
9 H 1.67279 0.59278 -0.93865  C3 1.084

***

Stability verdict: ii), ahead by 11.1 kcal/mol